No. 1
Molecular formula: C24H36Cl12NO2
Method: DFT, the ωB97M-V functional and the def2-TZVPD basis

ORCA input file:
```
! RIJCOSX wB97M-V def2-TZVPD def2/J DEFGRID3
* xyz 1 1
C -0.92210 3.12430 2.06355
C -2.42187 3.59528 1.53856
O -3.23938 2.49862 0.99550
C -3.61473 1.51656 2.02542
C -3.61416 1.79478 3.66037
C -4.01090 0.59227 4.70353
C -4.43653 -0.86292 4.02044
N -4.43218 -1.08423 2.51008
C -4.03960 0.00443 1.49041
C -4.05621 -0.45992 -0.08650
O -2.86763 0.02727 -0.86099
C -1.90962 -1.08935 -0.79016
C -0.96433 -1.13857 0.58876
C 0.16869 -2.31236 0.78371
C 1.07060 -2.25865 2.16435
C 0.32922 -3.41071 -0.42598
C -0.60714 -3.35339 -1.81077
C -1.77709 -2.17699 -2.02272
C -2.64549 -2.17225 -3.41299
C -4.19268 -1.65079 -3.26768
C -2.74738 -3.74053 -3.98539
H -0.66758 3.69567 3.06732
H -0.17014 3.33447 1.19085
H -0.88017 1.96606 2.34958
H -3.01900 4.21653 2.35297
H -2.24669 4.35600 0.63639
H -3.28532 2.85650 4.09336
H -3.97524 0.79022 5.86923
H -4.70687 -1.71858 4.80483
H -4.71794 -2.05412 2.19262
H -5.07671 -0.13871 -0.58280
H -3.96059 -1.64996 -0.08793
H -1.11134 -0.29827 1.40636
H 0.56387 -2.76265 3.09393
H 2.14739 -2.65074 1.92383
H 1.19289 -1.10049 2.42266
H 1.15637 -4.24376 -0.29699
H -0.36175 -4.18128 -2.60824
H -2.04258 -1.58775 -4.26083
H -4.78888 -2.02435 -4.22696
H -4.75714 -2.03140 -2.31209
H -4.16409 -0.46887 -3.36171
H -3.04069 -4.38440 -3.02383
H -1.71946 -4.15510 -4.36088
H -3.63393 -3.85032 -4.74103
C 4.05258 -3.88104 -1.96613
Cl 3.41873 -4.71210 -0.54043
Cl 3.56810 -4.70739 -3.45189
H 3.66468 -2.85969 -1.98437
H 5.14366 -3.86049 -1.91016
C 0.14664 5.02996 6.02719
Cl 1.72674 5.33040 5.29364
Cl -0.61810 3.59845 5.32647
H 0.27666 4.87430 7.10089
H -0.49605 5.89676 5.85511
C 6.43291 -3.36230 -6.25881
Cl 6.89456 -3.66542 -4.57951
Cl 6.00930 -1.66381 -6.50536
H 7.27218 -3.61784 -6.91019
H 5.56960 -3.98399 -6.50818
C 1.80961 1.36507 0.78366
Cl 2.45703 2.37731 2.08029
Cl 3.08139 0.38034 0.05020
H 1.04248 0.70551 1.19653
H 1.37020 2.00738 0.01662
C 0.29509 8.86718 7.77066
Cl -0.33876 8.03612 9.19636
Cl -0.18938 8.04083 6.28489
H -0.09280 9.88854 7.75241
H 1.38617 8.88774 7.82663
C 8.00844 -1.52808 -9.46156
Cl 7.11491 -2.99439 -9.04134
Cl 9.63083 -1.91733 -10.04586
H 7.46660 -0.99367 -10.24564
H 8.09214 -0.89591 -8.57423
*
```

Summary:
**LUMO level**: -4.76 eV
**Energy relative to the best compared isomer or geometry (same formula, charge and spin)**: 16.1995 eV
**Highest occupied orbital energy**: -10.552 eV
**Strongest force on any atom**: 0.10579 Eh/bohr
**Calculated total energy**: -181300.2714 eV
**Gap between HOMO and LUMO**: 5.8 eV


No. 2
Molecular formula: C14H19ClHgNO6PTe
Method: DFT, the ωB97M-V functional and the def2-TZVPD basis

ORCA input file:
```
! RIJCOSX wB97M-V def2-TZVPD def2/J DEFGRID3
* xyz -1 2
Hg 0.99132 -0.24866 0.96593
N -1.19505 -1.97387 -0.95730
C -0.23863 -2.44622 -0.48414
H -1.83994 -1.23297 -1.19446
C -3.58512 1.73229 -4.28501
C -3.41201 2.33966 -2.90483
O -2.02098 2.58846 -2.60985
P -1.16803 1.44250 -1.84302
O -1.98999 0.72847 -0.84055
Te 0.78615 2.73667 -1.31968
O -0.82178 0.37936 -2.99608
C 0.03268 0.72844 -4.12034
C 0.11115 -0.47936 -5.02161
H -4.64657 1.68852 -4.54432
H -3.17322 0.72141 -4.31415
H -3.06506 2.33759 -5.03034
H -3.83724 1.69306 -2.14038
H -3.91077 3.30532 -2.85225
H 1.01990 1.01336 -3.76340
H -0.39415 1.58678 -4.64426
H 0.55610 -1.31787 -4.48189
H 0.72577 -0.25364 -5.89619
H -0.88699 -0.77726 -5.35663
C 5.68298 -1.28977 0.49830
C 5.44235 0.19825 0.48482
C 5.32730 0.91399 1.67382
C 5.10244 2.27864 1.65294
Cl 4.99893 3.15212 3.16666
C 4.97292 2.96533 0.45886
C 5.08988 2.26001 -0.72978
C 5.32943 0.89424 -0.71549
O 5.51129 0.24635 -1.91207
C 4.31156 -0.34575 -2.43811
C 3.19183 0.69819 -2.56296
O 3.24735 1.50100 -3.51012
O 2.32734 0.60762 -1.61478
H 6.28967 -1.57574 1.35884
H 6.19100 -1.60020 -0.41391
H 4.73587 -1.83138 0.55840
H 5.40999 0.39923 2.62359
H 4.77877 4.03032 0.45749
H 4.98604 2.75672 -1.69005
H 3.97018 -1.15848 -1.79423
H 4.57466 -0.71792 -3.42385
*
```

Summary:
**⟨S²⟩**: 0.755
**LUMO level (spin up / spin down)**: 2.66 / 1.88 eV
**Highest occupied orbital energy (spin up / spin down)**: -4.501 / -4.632 eV
**Strongest force on any atom**: 0.01768 Eh/bohr
**Calculated total energy**: -61883.8404 eV
**Gap between HOMO and LUMO (spin up / spin down)**: 7.2 / 6.5 eV


No. 3
Molecular formula: C9H14BrN2O2
Method: DFT, the ωB97M-V functional and the def2-TZVPD basis

ORCA input file:
```
! RIJCOSX wB97M-V def2-TZVPD def2/J DEFGRID3
* xyz 1 1
N 0.15357 2.59843 0.69080
C -0.26321 2.59348 -0.72511
O -0.10882 3.66144 -1.38541
C -0.95032 1.32086 -1.46196
C -1.45553 0.20641 -0.40935
C -0.57405 -1.13337 -0.36653
C -1.45938 -2.06109 0.65300
N -0.91097 -1.69435 2.02047
C 0.31622 -1.17175 2.04650
C 0.77366 -1.19119 0.49983
C 2.07380 -0.35708 0.05678
C 2.14699 0.01364 -1.49139
O 2.40426 1.21673 -1.77322
Br 1.92419 -1.23298 -3.00449
H 1.15955 2.41813 0.80592
H -0.07693 3.52540 1.09596
H -0.31143 0.91120 -2.31518
H -1.89440 1.76242 -1.96444
H -2.55447 -0.01879 -0.69512
H -1.51563 0.64202 0.65825
H -0.60233 -1.77540 -1.31398
H -1.52463 -3.18253 0.42841
H -2.53267 -1.65187 0.69407
H -1.42132 -1.81756 2.92000
H 0.93571 -0.79127 2.92129
H 1.09894 -2.29543 0.38019
H 2.18160 0.53830 0.76096
H 2.98761 -1.03382 0.27375
*
```

Summary:
**LUMO level**: -5.07 eV
**Energy relative to the best compared isomer or geometry (same formula, charge and spin)**: 0.3511 eV
**Highest occupied orbital energy**: -12.470 eV
**Strongest force on any atom**: 0.11250 Eh/bohr
**Calculated total energy**: -86667.9063 eV
**SMILES**: NC(=O)CC[C@@H]1C[NH+]=C[C@@H]1CC(=O)Br
**Gap between HOMO and LUMO**: 7.4 eV